ORCA calculation (ωB97M-V/def2-TZVPD) on one molecule with the formula C2H4N2S at a distorted geometry.

charge	0
orbital gap	10.5	eV
calculated total energy	-15953.0490	eV
relative energy (zero: lowest compared OMol25 entry of this formula, charge and spin)	80.5	kJ/mol

Bonds (Å) are listed after each position.
Geometry (Å):
1 C 0.479 1.373 0.536  C2 1.599, N3 1.144
2 C 0.456 -0.159 0.080  C1 1.599, N4 1.417, S5 1.861, H6 1.138
3 N 0.282 2.480 0.749  C1 1.144
4 N -0.614 -0.837 0.715  C2 1.417, H7 1.012, H8 1.022
5 S 0.345 -0.050 -1.774  C2 1.861, H9 1.344
6 H 1.554 -0.441 0.174  C2 1.138
7 H -1.355 -1.172 0.113  N4 1.012
8 H -0.237 -1.623 1.248  N4 1.022
9 H -0.909 0.430 -1.840  S5 1.344